DFT (ωB97M-V/def2-TZVPD) results for a molecular structure, C23H26CsF10N7O3.

charge	-2
highest occupied orbital energy	-1.52	eV
frontier orbital gap	5.4	eV
energy above the lowest of the compared OMol25 structures with the same formula, charge and spin	0.00	kJ/mol
electronic energy	-2519.8574	Ha

Each line ends with the natural charge from an NBO analysis.
Positions of all 70 atoms, in Å:
1 Cs -0.896101 -0.207559 -0.153518  0.93
2 C 0.898326 -3.186642 0.541406  -0.43
3 N 1.053558 -2.546954 -0.746833  -0.45
4 C 2.404899 -2.030489 -0.894117  -0.20
5 C 2.660189 -1.176095 -2.127548  -0.23
6 N 1.821821 0.003115 -2.117995  -0.65
7 C 1.944596 0.872110 -3.098198  0.10
8 C 2.798256 0.863618 -4.249580  0.19
9 F 3.667683 -0.168437 -4.468137  -0.34
10 C 2.813998 1.854422 -5.213847  0.27
11 F 3.659930 1.738223 -6.263456  -0.33
12 C 1.993308 2.958903 -5.139162  0.15
13 F 2.010786 3.932513 -6.088185  -0.33
14 C 1.140871 3.033506 -4.043512  0.26
15 F 0.321108 4.100857 -3.930624  -0.32
16 C 1.120893 2.051317 -3.089788  0.30
17 F 0.251213 2.209789 -2.066603  -0.33
18 C 0.625645 -3.386474 -1.853746  -0.22
19 C -0.836621 -3.809797 -1.798431  -0.23
20 N -1.693482 -2.647761 -1.829676  -0.66
21 C -2.999637 -2.778578 -1.747585  0.10
22 C -3.817652 -3.944329 -1.618169  0.23
23 F -3.240225 -5.182012 -1.606576  -0.35
24 C -5.193505 -3.922356 -1.515274  0.26
25 F -5.860525 -5.090105 -1.376207  -0.32
26 C -5.909958 -2.742790 -1.548782  0.15
27 F -7.260534 -2.725880 -1.407537  -0.33
28 C -5.181610 -1.568013 -1.697379  0.27
29 F -5.842623 -0.394160 -1.747536  -0.32
30 C -3.815626 -1.590895 -1.798837  0.25
31 F -3.190565 -0.396242 -1.983530  -0.33
32 H 1.515224 -4.102928 0.636130  0.14
33 H -0.141534 -3.461115 0.718157  0.21
34 H 1.185663 -2.489142 1.331279  0.22
35 H 3.132615 -2.870053 -0.877854  0.14
36 H 2.606484 -1.406224 -0.017283  0.19
37 H 2.529189 -1.789275 -3.029538  0.16
38 H 3.735011 -0.932860 -2.101677  0.16
39 H 1.262633 -4.295928 -1.908660  0.13
40 H 0.768650 -2.826055 -2.777680  0.21
41 H -1.002181 -4.449041 -0.919599  0.16
42 H -0.992716 -4.471731 -2.665972  0.16
43 N 1.190756 0.063086 2.719921  -0.67
44 N 0.352027 0.700585 3.667172  -0.54
45 C -1.043992 0.821945 3.325738  0.87
46 O -1.593408 1.789394 3.908403  -0.83
47 O -1.521013 0.004083 2.519763  -0.81
48 H 2.029363 -0.239733 3.196511  0.33
49 H 1.443243 0.706818 1.972000  0.35
50 H 0.671863 1.623219 3.933250  0.34
51 C 1.018299 5.846805 1.424244  -0.41
52 N 1.089389 4.465584 1.856513  -0.47
53 C 2.436275 3.936976 1.935139  -0.40
54 C 0.131945 3.552472 1.417518  0.81
55 O 0.452771 2.436617 1.045337  -0.67
56 N -1.169085 3.997241 1.434752  -0.47
57 C -2.144591 3.086188 0.848824  -0.42
58 C -1.681403 4.684449 2.611589  -0.42
59 H 1.680512 6.015817 0.565387  0.18
60 H 1.320336 6.523444 2.229210  0.18
61 H 0.006443 6.092955 1.117431  0.22
62 H 3.048831 4.628402 2.517959  0.18
63 H 2.888483 3.805530 0.945247  0.19
64 H 2.423827 2.968161 2.427819  0.22
65 H -1.799632 2.759423 -0.131457  0.21
66 H -3.078324 3.636330 0.719992  0.18
67 H -2.323443 2.226053 1.498843  0.24
68 H -0.893331 5.246566 3.105429  0.20
69 H -2.072138 3.948393 3.321728  0.25
70 H -2.475310 5.374843 2.313486  0.17

Forces on the atoms, in the same order (eV/Å):
0.432 0.132 -0.358
0.004 0.021 0.008
-0.076 0.010 0.037
-0.088 -0.014 0.035
-0.040 0.056 -0.045
0.067 -0.068 0.015
-0.008 -0.054 0.027
0.041 0.065 -0.105
0.003 -0.009 0.014
0.011 -0.045 0.027
0.006 -0.001 0.002
-0.013 0.019 0.007
0.018 -0.004 -0.005
-0.001 -0.010 0.005
-0.005 -0.004 0.009
-0.037 0.041 0.028
-0.013 -0.036 0.024
0.109 0.057 0.044
-0.126 -0.072 -0.048
-0.035 -0.081 -0.005
-0.010 0.147 -0.038
0.022 -0.090 0.010
-0.027 -0.016 0.007
-0.009 -0.002 -0.007
-0.009 0.008 -0.002
0.045 -0.009 -0.002
-0.008 0.002 -0.005
-0.008 -0.046 -0.007
0.003 0.008 -0.008
0.048 0.004 -0.041
-0.214 -0.155 -0.084
0.005 0.002 -0.006
-0.004 -0.001 -0.024
0.010 -0.010 -0.002
0.052 0.035 -0.039
0.006 -0.035 0.025
-0.006 -0.001 0.000
0.000 0.008 0.016
-0.033 -0.021 -0.025
-0.007 0.022 0.021
-0.004 0.012 0.004
0.005 0.003 0.003
0.044 -0.013 -0.089
0.088 -0.063 0.000
0.148 0.263 0.083
-0.127 -0.084 -0.055
-0.215 0.034 0.463
-0.009 -0.054 -0.016
-0.012 0.003 0.027
0.001 0.028 0.026
0.005 0.011 -0.034
0.012 -0.062 0.029
0.023 0.038 -0.006
-0.122 0.022 0.155
0.045 -0.012 -0.099
0.043 -0.017 -0.140
-0.033 -0.023 -0.025
-0.036 0.049 0.153
0.004 0.012 0.004
0.005 -0.006 0.004
-0.019 -0.004 0.021
-0.008 -0.006 0.003
-0.003 0.001 -0.007
0.010 -0.006 0.008
0.012 0.031 0.054
0.004 0.001 -0.016
-0.006 -0.046 -0.001
0.020 0.013 -0.018
0.013 0.003 -0.026
0.012 0.019 -0.013



DFT (ωB97M-V/def2-TZVPD) results for a gas-phase ion, C23H26F3 (charge +1) in a non-equilibrium geometry.

charge	+1
highest occupied orbital energy	-11.57	eV
frontier orbital gap	5.5	eV
energy above the lowest of the compared OMol25 structures with the same formula, charge and spin	143.98	kJ/mol
electronic energy	-1191.2849	Ha

Each line ends with the natural charge from an NBO analysis.
Positions of all 52 atoms, in Å:
1 C -5.788789 -2.762207 -2.001423  -0.39
2 C -5.189869 -1.598771 -1.696964  0.01
3 C -5.888613 -0.290750 -1.984282  -0.66
4 C -3.829206 -1.570653 -1.010258  -0.43
5 C -2.580532 -1.378978 -1.892046  -0.39
6 C -1.315616 -1.269712 -1.027352  -0.36
7 C -0.043238 -0.900679 -1.824535  -0.56
8 C 1.253169 -0.907981 -1.098404  0.72
9 C 2.029626 -2.146920 -0.917727  -0.78
10 C 1.921694 0.355634 -0.691565  -0.56
11 H -5.307628 -3.718054 -1.785900  0.20
12 H -6.780284 -2.775794 -2.455170  0.21
13 H -5.297112 0.563790 -1.640019  0.21
14 H -6.080956 -0.169342 -3.059210  0.23
15 H -6.869202 -0.251113 -1.486913  0.24
16 H -3.842273 -0.749743 -0.276700  0.20
17 H -3.699887 -2.517715 -0.463908  0.22
18 H -2.478004 -2.232007 -2.581542  0.21
19 H -2.684330 -0.480536 -2.519173  0.21
20 H -1.481780 -0.514947 -0.239108  0.21
21 H -1.168187 -2.229783 -0.506344  0.22
22 H 0.038901 -1.623566 -2.656858  0.28
23 H -0.208013 0.098619 -2.267214  0.25
24 H 1.497918 -3.019412 -1.316069  0.25
25 H 3.013072 -2.086409 -1.419097  0.31
26 H 2.241199 -2.326045 0.147276  0.31
27 H 3.010296 0.164261 -0.661585  0.25
28 H 1.757723 1.068966 -1.515403  0.28
29 F 4.021556 -0.717073 4.499773  -0.31
30 C 2.891854 -0.775722 3.710094  0.44
31 C 1.789259 -1.479450 4.177105  -0.34
32 C 0.649377 -1.424792 3.379121  0.43
33 F -0.435701 -2.201683 3.717884  -0.31
34 C 0.578699 -0.646360 2.224736  -0.29
35 C 1.692278 0.102558 1.819541  -0.01
36 C 1.522927 1.022914 0.597563  -0.25
37 C 2.183050 2.420498 0.634730  0.08
38 C 1.751508 3.323889 -0.351157  -0.26
39 C 2.376354 4.560536 -0.526991  -0.17
40 C 3.500299 4.900437 0.238720  -0.27
41 C 3.873912 4.016556 1.244026  0.42
42 F 5.004465 4.288899 1.975269  -0.32
43 C 3.206321 2.809678 1.500310  -0.31
44 C 2.904665 -0.091503 2.487575  -0.31
45 H 1.814234 -2.036516 5.111898  0.27
46 H -0.349846 -0.617648 1.643750  0.22
47 H 0.436931 1.206142 0.558629  0.23
48 H 0.919541 3.053803 -1.005458  0.20
49 H 2.004877 5.249849 -1.281293  0.23
50 H 4.056731 5.818127 0.072236  0.25
51 H 3.533255 2.178557 2.320057  0.24
52 H 3.843391 0.308140 2.099350  0.25

Forces on the atoms, in the same order (eV/Å):
0.520 0.548 0.265
-0.171 -0.853 -0.314
-0.068 0.193 -0.106
-0.017 -0.116 0.238
-0.001 0.110 -0.557
-0.398 -0.383 1.046
0.428 0.529 -0.633
0.273 0.101 -0.115
-0.862 -0.652 -0.379
1.157 -0.752 -1.613
-0.195 0.224 -0.066
0.276 -0.064 0.080
-0.135 -0.062 -0.080
0.123 0.016 0.257
0.338 0.002 -0.072
-0.009 -0.241 -0.004
-0.061 0.290 -0.014
-0.051 0.224 0.153
0.002 -0.129 0.146
0.100 -0.186 -0.321
0.037 0.251 -0.108
0.071 0.079 0.303
0.119 -0.344 0.257
0.142 0.174 0.124
-0.284 0.290 0.208
0.066 0.334 0.008
-0.374 0.039 0.114
-0.102 -0.138 0.191
-1.296 -0.328 -1.121
0.799 0.140 0.359
-0.093 0.193 -0.134
-0.455 -0.664 -0.118
1.159 0.987 -0.311
-0.252 0.080 0.230
0.197 -0.503 -0.266
-0.993 0.568 1.743
-0.039 0.145 -0.240
0.243 0.223 0.070
0.165 -0.321 0.231
-0.351 -0.413 0.261
0.567 -0.063 0.170
-1.211 -0.190 -0.520
0.230 0.184 -0.380
0.067 0.134 0.344
-0.004 0.157 -0.253
0.257 0.048 0.438
0.222 0.027 -0.070
0.154 0.114 0.180
0.125 -0.146 0.114
-0.105 -0.170 0.087
0.027 0.387 -0.203
-0.335 -0.071 0.380



- electronic energy of number 2 (C23H26F3)?
  -1191.2849 Ha